# C27H27FN3O5PReS

A molecular structure, C27H27FN3O5PReS (ωB97M-V/def2-TZVPD, the Open Molecules 2025 dataset).

Last column: Mulliken charge in e.
Element x y z (Å)
Re  1.98  -0.93  0.92  1.169
S  -4.21  -4.36  -1.57  1.278
P  2.06  1.49  0.61  0.523
F  1.72  -2.30  -0.39  -0.638
O  -3.80  -4.47  -2.93  -0.660
O  -3.37  1.44  0.95  -0.611
O  -3.76  -5.33  -0.62  -0.672
O  -4.50  -0.36  0.55  -0.619
O  4.02  -1.55  1.21  -0.363
N  -2.13  -1.86  0.84  0.205
N  -0.11  -0.99  1.09  -0.417
N  -3.48  0.25  0.78  1.082
C  -6.05  -4.25  -1.53  -0.427
C  2.03  1.37  -3.98  -0.640
C  3.24  1.67  -1.93  -0.684
C  5.63  3.42  1.35  -0.654
C  -0.27  -3.49  1.18  -1.734
C  2.06  1.51  -1.21  0.819
C  -0.83  -2.14  1.01  1.070
C  0.85  1.20  -3.27  -0.794
C  0.65  4.42  3.02  -0.816
C  3.88  -0.37  1.39  0.417
C  0.13  5.06  0.75  -0.862
C  3.76  1.96  1.08  0.205
C  -6.56  -5.57  -2.05  -1.264
C  5.93  1.06  1.77  -0.776
C  1.12  3.20  2.58  -0.288
C  0.17  5.35  2.10  -0.486
C  -3.53  -2.72  -0.96  -0.933
C  4.30  3.23  1.00  -0.192
C  -3.18  -2.81  0.52  -1.064
C  4.57  0.87  1.46  0.224
C  0.60  3.84  0.30  -0.367
C  -1.01  0.03  1.03  -0.889
C  6.44  2.34  1.72  -0.586
C  3.22  1.60  -3.31  -0.777
C  0.87  1.25  -1.89  -0.036
C  -2.26  -0.49  0.87  0.111
C  1.12  2.92  1.21  0.781
H  6.55  0.22  2.06  0.543
H  -4.27  -1.95  -1.18  0.565
H  7.47  2.52  1.96  0.455
H  -6.32  -4.06  -0.50  0.368
H  0.58  3.60  -0.76  0.504
H  6.04  4.42  1.34  0.476
H  -0.25  5.78  0.04  0.478
H  2.02  1.31  -5.06  0.440
H  -2.65  -2.57  -1.58  0.426
H  -0.89  -4.09  1.85  0.552
H  -0.08  1.04  -3.79  0.472
H  -0.72  1.07  1.12  0.855
H  4.14  1.73  -3.86  0.453
H  -6.26  -5.71  -3.09  0.357
H  -0.19  -4.02  0.23  0.312
H  3.69  4.06  0.68  0.554
H  -2.82  -3.82  0.73  0.627
H  -0.18  6.31  2.45  0.448
H  -6.31  -3.41  -2.17  0.402
H  -4.06  -2.60  1.13  0.279
H  4.17  1.88  -1.42  0.353
H  -7.65  -5.58  -2.00  0.372
H  0.67  4.66  4.07  0.450
H  -0.05  1.11  -1.33  0.480
H  -6.19  -6.39  -1.45  0.361
H  0.73  -3.42  1.60  0.312
H  1.50  2.48  3.28  0.469

Computed properties:
Multiplicity: 4
Strongest force on any atom in eV Å⁻¹: 2.36
⟨S²⟩: 3.777
HOMO-LUMO gap (alpha / beta) in eV: 7.10 / 6.12
Total charge: +2

# C11H25BeN3O6

A molecular structure, C11H25BeN3O6 (ωB97M-V/def2-TZVPD, the Open Molecules 2025 dataset).

Last column: Mulliken charge in e.
Element x y z (Å)
O  -1.37  -0.88  -1.86  -0.737
O  0.35  1.46  0.58  -0.436
O  -2.01  -0.50  1.15  -0.472
O  2.56  -0.76  -0.97  -0.612
O  1.93  -2.78  -0.77  -0.742
O  1.70  -0.54  2.21  -0.536
N  0.25  2.96  -1.08  -0.378
N  -3.27  -1.45  2.60  -0.409
N  3.19  -2.24  2.75  -0.418
C  4.30  -2.27  -1.42  -1.029
C  2.88  -1.92  -0.96  0.907
C  -3.06  -0.40  1.78  0.572
C  2.78  -0.98  2.52  0.931
C  -2.92  1.00  -2.38  -1.024
C  -2.59  -1.01  -3.95  -1.475
C  0.56  3.78  1.15  -1.010
C  -4.22  0.57  1.36  -0.912
C  3.90  -0.08  2.74  -1.399
C  -1.92  -0.10  -2.86  0.411
C  0.33  2.66  0.20  0.693
Be  0.24  -1.14  0.16  1.286
H  -2.58  -2.18  2.54  0.194
H  -4.41  1.25  2.19  0.340
H  1.54  3.76  1.63  0.226
H  -3.50  -1.55  -3.66  0.316
H  -4.09  -1.63  3.16  0.174
H  -5.12  0.02  1.11  0.367
H  5.01  -2.20  -0.59  0.218
H  4.78  -0.71  2.61  0.424
H  -1.03  0.38  -3.27  0.181
H  3.95  -2.25  3.42  0.203
H  -2.53  1.46  -1.48  0.079
H  0.46  4.65  0.49  0.348
H  -4.11  0.91  0.32  0.097
H  -0.18  3.64  1.93  0.253
H  4.24  -3.31  -1.74  0.309
H  -3.00  1.62  -3.28  0.374
H  -3.89  0.50  -2.32  0.318
H  0.23  3.87  -1.51  0.191
H  2.46  -2.92  2.66  0.258
H  4.64  -1.65  -2.25  0.287
H  -2.68  -0.61  -4.97  0.423
H  0.01  2.06  -1.47  0.179
H  4.07  0.21  3.78  0.369
H  3.89  0.85  2.16  0.264
H  -1.77  -1.56  -4.41  0.397

Computed properties:
Strongest force on any atom in eV Å⁻¹: 3.98
HOMO-LUMO gap in eV: 5.62

# C4H29O12

11 unconnected molecules or ions with the total composition C4H29O12 (ωB97M-V/def2-TZVPD, the Open Molecules 2025 dataset).

Last column: Mulliken charge in e.
Element x y z (Å)
O  -0.11  2.62  3.66  -0.658
O  0.51  2.07  -3.19  -0.608
O  1.41  -0.59  -2.26  -0.668
O  0.63  -2.19  1.47  -0.824
O  -1.05  -1.12  3.39  -0.708
O  -3.54  2.12  1.01  -0.675
O  2.13  1.97  -0.04  -0.938
O  4.58  -0.86  -0.22  -0.655
O  1.39  3.81  -1.73  -0.828
O  1.89  0.18  1.66  -0.697
O  -1.96  -2.16  -3.31  -0.569
O  -0.61  1.48  0.23  -0.369
C  0.04  -1.98  0.18  0.305
C  -2.35  -2.62  -1.95  -1.101
C  -1.29  -2.48  0.33  -0.411
C  -2.10  -1.77  -0.72  -0.203
H  0.11  -0.89  -0.02  -0.220
H  -1.07  -2.04  -3.42  0.301
H  1.90  3.64  -2.44  0.291
H  -0.50  -1.48  2.61  0.395
H  0.66  -2.48  -0.56  0.328
H  0.39  2.22  2.98  0.314
H  -3.14  2.05  1.96  0.311
H  -1.64  -2.32  1.38  0.345
H  1.12  0.38  2.18  0.267
H  4.33  -1.28  0.58  0.315
H  1.72  3.16  -0.90  0.433
H  -0.60  2.32  4.36  0.305
H  -0.15  2.32  -3.58  0.166
H  -1.96  -0.85  -1.32  0.212
H  -0.71  1.87  1.06  0.137
H  1.15  0.45  -2.44  0.427
H  -2.68  1.99  0.50  0.355
H  -3.11  -1.56  -0.21  0.270
H  1.86  -0.53  -1.29  0.304
H  2.57  2.60  0.33  0.143
H  4.13  0.00  -0.24  0.320
H  0.14  1.83  -0.21  0.196
H  -1.23  -2.02  3.83  0.305
H  -2.20  -3.63  -1.96  0.490
H  1.34  -1.46  1.73  0.450
H  -3.33  -2.61  -2.15  0.472
H  -1.21  -3.54  0.28  0.277
H  0.64  2.55  -2.40  0.464
H  1.89  0.81  0.85  0.236

Computed properties:
Strongest force on any atom in eV Å⁻¹: 13.61
HOMO-LUMO gap in eV: 9.53
Total charge: -1

# C4H10

C4H10 in the gas phase (ωB97M-V/def2-TZVPD, the Open Molecules 2025 dataset).

Last column: Mulliken charge in e.
Element x y z (Å)
C  -0.41  1.38  -0.09  -1.360
C  -0.01  -0.01  0.42  0.810
C  -1.00  -1.02  -0.15  -1.345
C  1.43  -0.36  0.04  -1.381
H  -1.99  -0.91  0.30  0.344
H  -1.11  -0.84  -1.22  0.324
H  -1.36  1.69  0.35  0.345
H  -0.08  0.00  1.52  0.179
H  -0.53  1.35  -1.17  0.330
H  -0.68  -2.06  0.00  0.359
H  1.71  -1.35  0.42  0.361
H  0.34  2.13  0.17  0.360
H  2.14  0.37  0.45  0.363
H  1.56  -0.38  -1.05  0.310

Computed properties:
Strongest force on any atom in eV Å⁻¹: 0.26
SMILES: CC(C)C
HOMO-LUMO gap in eV: 12.59

# C3H8O2

2 unconnected molecules or ions with the total composition C3H8O2 (ωB97M-V/def2-TZVPD, the Open Molecules 2025 dataset).

Last column: Mulliken charge in e.
Element x y z (Å)
O  0.69  -0.84  -0.05  -0.517
O  -0.59  -3.05  -1.12  -0.599
C  0.18  0.25  0.56  -0.026
C  -0.32  2.76  0.79  -1.017
C  0.16  1.49  0.10  -0.118
H  -0.81  -3.32  -2.05  0.319
H  -0.36  -2.19  -1.21  0.292
H  1.27  -1.29  0.60  0.317
H  0.20  1.68  -1.05  0.209
H  0.08  3.48  0.09  0.311
H  -0.10  0.16  1.65  0.257
H  -1.38  2.74  0.91  0.276
H  0.18  2.91  1.74  0.296

Computed properties:
Strongest force on any atom in eV Å⁻¹: 4.94
SMILES: C/C=C/O.O
HOMO-LUMO gap in eV: 9.88

# C3H7N3O2

A molecular structure, C3H7N3O2 (ωB97M-V/def2-TZVPD, the Open Molecules 2025 dataset).

Last column: Mulliken charge in e.
Element x y z (Å)
O  -2.20  1.68  -0.22  -0.524
O  2.88  -1.49  -0.34  -0.530
N  0.45  0.21  1.68  -0.471
N  -1.29  0.63  0.06  0.228
N  1.55  -0.57  -0.44  -0.259
C  -1.25  -0.50  -0.90  -0.855
C  -0.46  0.95  1.22  0.110
C  1.48  -0.60  0.94  0.023
H  -1.93  -1.33  -0.28  0.257
H  -1.77  -0.09  -1.82  0.318
H  -1.23  2.87  -0.17  0.324
H  -0.40  -0.76  -1.47  0.394
H  1.98  -1.28  1.63  0.340
H  -0.90  1.99  1.65  0.310
H  3.08  -1.72  -1.53  0.334

Computed properties:
Strongest force on any atom in eV Å⁻¹: 7.97
HOMO-LUMO gap in eV: 7.39

# C5H12NS

2 unconnected molecules or ions with the total composition C5H12NS (ωB97M-V/def2-TZVPD, the Open Molecules 2025 dataset).

Last column: Mulliken charge in e.
Element x y z (Å)
S  -4.93  0.00  0.52  -0.133
N  0.66  -0.67  -1.81  -0.309
C  1.34  0.09  0.40  -0.453
C  0.63  0.18  -0.81  0.814
C  -3.33  -0.06  0.45  -0.262
C  -0.33  1.39  -0.96  -1.024
C  1.55  -1.43  0.97  -1.138
H  2.42  0.26  0.18  0.261
H  -1.30  1.18  -0.53  0.067
H  -2.65  0.83  0.78  0.228
H  -0.58  1.42  -2.04  0.394
H  0.55  -1.95  1.22  0.316
H  1.99  -1.34  1.97  0.370
H  0.04  2.30  -0.41  0.350
H  0.18  -0.20  -2.60  0.223
H  -2.81  -0.97  0.12  0.219
H  1.01  0.61  1.23  0.387
H  2.14  -2.16  0.40  0.371
H  1.28  -1.52  -2.07  0.318

Computed properties:
Strongest force on any atom in eV Å⁻¹: 6.22
HOMO-LUMO gap in eV: 6.94
Total charge: +1

Q: What is the strongest force on any atom in the second record?
A: 3.98 eV Å⁻¹

Q: The highest strongest force on any atom belongs to which entry?
A: C4H29O12

Q: Which of these has the lowest strongest force on any atom?
A: C4H10